Below is a molecular structure, C13H30F3Na3O9S in a non-equilibrium geometry, with properties calculated with ωB97M-V/def2-TZVPD.

CARTESIAN COORDINATES (ANGSTROEM)
Na -1.932 -3.632 0.994
Na 2.816 -0.286 2.158
Na -0.575 -1.277 5.775
C -1.572 1.273 1.547
F -1.900 0.947 0.336
F -0.690 2.312 1.522
F -2.673 1.722 2.198
S -0.811 -0.151 2.490
O -1.113 0.072 3.908
O -1.495 -1.351 1.963
O 0.599 -0.197 2.173
C 2.216 2.470 0.796
O 3.373 1.618 0.881
C 4.687 2.214 0.758
C 5.759 1.090 1.066
O 5.389 0.266 2.224
C 5.754 1.012 3.421
H 2.254 3.010 -0.150
H 1.997 3.088 1.666
H 1.318 1.876 0.624
H 4.874 3.063 1.415
H 4.727 2.517 -0.288
H 6.710 1.620 1.113
H 5.762 0.450 0.184
H 6.789 1.295 3.614
H 5.419 0.368 4.233
H 5.133 1.908 3.434
C -2.205 -2.601 -2.350
O -2.874 -2.957 -1.124
C -3.975 -2.084 -0.971
C -4.906 -2.665 0.128
O -4.268 -2.968 1.312
C -5.039 -3.862 2.211
H -2.766 -3.011 -3.189
H -1.227 -3.075 -2.266
H -2.117 -1.523 -2.488
H -4.542 -1.869 -1.877
H -3.624 -1.062 -0.821
H -5.291 -3.603 -0.273
H -5.722 -1.979 0.356
H -5.935 -3.369 2.587
H -4.476 -4.107 3.112
H -5.404 -4.749 1.692
C -1.042 2.896 -2.298
O -0.774 2.854 -3.679
C 0.163 1.847 -4.137
C 0.036 0.271 -3.819
O -0.222 -0.069 -2.366
C 0.986 -0.427 -1.702
H -1.783 2.188 -1.928
H -1.527 3.856 -2.118
H -0.165 2.897 -1.651
H 1.204 2.169 -4.101
H 0.098 1.753 -5.221
H 1.023 -0.154 -3.997
H -0.617 -0.340 -4.443
H 0.937 -0.744 -0.660
H 1.729 0.370 -1.680
H 1.508 -1.179 -2.294

Total charge: +2
HOMO-LUMO gap, eV: 7.0
E_tot, Ha: -2374.66286
Energy above the lowest of the compared OMol25 structures with the same formula, charge and spin, kJ/mol: 0.0
HOMO energy, eV: -13.48

---

Below is a molecular structure, C13H30F3O4PS4Sr in a non-equilibrium geometry, with properties calculated with ωB97M-V/def2-TZVPD.

CARTESIAN COORDINATES (ANGSTROEM)
Sr -0.335 0.101 1.009
C -2.167 -4.745 0.768
C -0.912 -5.388 1.318
C -0.007 -5.963 0.247
O -0.129 -4.499 2.167
P 0.087 -2.929 2.054
S -1.489 -1.884 2.673
S 0.740 -2.433 0.198
O 1.259 -2.678 3.107
C 2.297 -3.589 3.550
C 1.751 -4.607 4.533
C 3.055 -4.192 2.387
H -2.741 -5.512 0.245
H -1.929 -3.953 0.057
H -2.778 -4.324 1.562
H -1.195 -6.181 2.014
H 0.338 -5.182 -0.430
H -0.555 -6.712 -0.326
H 0.859 -6.445 0.700
H 2.967 -2.915 4.090
H 1.224 -5.417 4.032
H 1.068 -4.125 5.231
H 2.581 -5.030 5.102
H 2.418 -4.836 1.780
H 3.881 -4.793 2.772
H 3.455 -3.410 1.742
C -1.708 2.816 -2.078
S 0.051 2.647 -1.830
C 0.489 2.038 -3.463
O 0.266 1.444 -0.941
H -2.142 1.836 -2.277
H -1.855 3.480 -2.931
H -2.132 3.240 -1.173
H 0.400 2.847 -4.188
H -0.146 1.199 -3.740
H 1.527 1.716 -3.403
F -2.086 2.843 2.718
C -1.805 2.441 1.434
F -3.042 2.622 0.793
F -1.077 3.551 0.929
C 5.565 0.897 2.824
C 4.085 1.188 3.004
S 3.059 0.186 1.921
O 1.677 0.788 2.063
C 3.608 0.733 0.300
C 3.488 2.225 0.067
H 6.132 1.374 3.623
H 5.942 1.280 1.877
H 5.771 -0.174 2.868
H 3.826 2.235 2.846
H 3.741 0.917 4.003
H 2.971 0.162 -0.380
H 4.623 0.347 0.178
H 2.522 2.590 0.417
H 3.563 2.436 -0.999
H 4.280 2.783 0.568

HOMO-LUMO gap, eV: 7.7
E_tot, Ha: -3078.85749
Energy above the lowest of the compared OMol25 structures with the same formula, charge and spin, kJ/mol: 0.0
HOMO energy, eV: -7.57

---

Below is 2 unconnected molecules or ions with the total composition C13H30IN4O3S2 in a non-equilibrium geometry, with properties calculated with ωB97M-V/def2-TZVPD.

CARTESIAN COORDINATES (ANGSTROEM)
C -1.365 1.780 -3.145
C 0.093 1.943 -3.775
C 1.044 0.894 -3.015
C 2.376 1.611 -2.526
N 2.290 2.132 -1.105
N 2.944 1.184 -0.318
C 2.231 -0.066 0.050
C 3.279 -0.606 1.150
I 3.743 -2.625 0.482
C 2.743 -0.798 2.627
S 1.799 0.646 3.274
C 0.073 0.643 2.610
C -0.226 1.948 1.720
N 4.402 0.387 1.239
C 3.771 1.642 0.731
N 4.003 2.871 1.202
H -2.136 2.225 -3.836
H -1.437 2.273 -2.135
H -1.565 0.675 -2.987
H 0.103 1.667 -4.875
H 0.468 2.990 -3.604
H 1.252 -0.001 -3.681
H 0.476 0.499 -2.119
H 2.685 2.415 -3.252
H 3.191 0.817 -2.539
H 1.295 2.213 -0.839
H 2.253 -0.716 -0.868
H 1.147 -0.010 0.346
H 3.660 -0.901 3.289
H 2.163 -1.759 2.779
H -0.076 -0.279 1.981
H -0.651 0.642 3.468
H 0.741 2.489 1.463
H -0.699 1.658 0.737
H -0.884 2.670 2.293
H 4.963 0.145 0.398
H 3.662 3.061 2.152
H 4.546 3.599 0.740
O -2.042 -2.273 1.611
S -3.061 -1.833 0.693
O -4.010 -0.815 1.047
O -3.855 -3.117 0.136
C -4.437 -4.024 1.081
C -5.722 -3.474 1.671
C -2.291 -1.375 -0.833
H -3.718 -4.276 1.864
H -4.657 -4.944 0.537
H -5.526 -2.602 2.297
H -6.216 -4.228 2.286
H -6.405 -3.157 0.880
H -1.603 -2.164 -1.132
H -1.748 -0.445 -0.666
H -3.063 -1.225 -1.586

Total charge: +1
HOMO-LUMO gap, eV: 7.3
E_tot, Ha: -2051.75758
HOMO energy, eV: -12.13

---

Below is a molecular structure, C13H30N3O10Sr in a non-equilibrium geometry, with properties calculated with ωB97M-V/def2-TZVPD.

CARTESIAN COORDINATES (ANGSTROEM)
Sr -0.192 -0.273 -0.314
C 0.878 -2.400 -4.389
C 1.710 -1.900 -3.167
O 2.912 -1.871 -3.407
O 1.282 -1.632 -2.010
H 1.510 -2.504 -5.271
H 0.049 -1.714 -4.560
H 0.567 -3.420 -4.162
C 1.524 3.047 -3.019
C 1.098 1.914 -2.117
O -0.103 1.564 -2.204
O 1.947 1.290 -1.363
H 1.688 2.694 -4.037
H 2.424 3.500 -2.602
H 0.767 3.819 -3.160
C 3.219 -0.507 2.772
C 3.169 -0.911 1.319
O 2.142 -1.096 0.704
O 4.282 -1.020 0.749
H 2.297 -0.014 3.084
H 3.907 0.326 2.919
H 3.434 -1.350 3.428
C 0.976 2.811 1.659
O 0.195 1.908 1.411
N 0.872 3.775 2.498
N 2.162 2.896 1.104
H 0.048 3.832 3.079
H 1.712 4.148 2.918
H 2.365 2.168 0.435
H 2.611 3.799 1.052
C -1.370 -3.481 -0.959
O -0.916 -2.732 0.119
C -1.460 -3.136 1.351
C -0.814 -2.203 2.342
N -1.018 -0.790 2.035
C -2.472 -0.466 2.137
C -2.703 0.972 1.638
O -2.398 1.218 0.272
C -2.578 2.527 -0.167
H -1.401 -4.549 -0.742
H -0.709 -3.320 -1.810
H -2.330 -3.110 -1.318
H -1.106 -4.149 1.540
H -2.549 -3.186 1.374
H 0.268 -2.314 2.275
H -1.119 -2.444 3.361
H -0.581 -0.316 2.812
H -2.746 -0.521 3.190
H -3.085 -1.091 1.488
H -2.223 1.707 2.284
H -3.741 1.253 1.814
H -1.952 3.130 0.491
H -3.623 2.761 0.033
H -2.349 2.703 -1.218
O -2.048 -0.634 -2.239
H -2.939 -0.480 -2.553
H -1.488 -0.228 -2.901

Total charge: -1
HOMO-LUMO gap, eV: 5.6
E_tot, Ha: -1460.91136
Energy above the lowest of the compared OMol25 structures with the same formula, charge and spin, kJ/mol: 95.4
HOMO energy, eV: -3.62

---

Below is 2 unconnected molecules or ions with the total composition C13H30O9Si in a non-equilibrium geometry, with properties calculated with ωB97M-V/def2-TZVPD.

CARTESIAN COORDINATES (ANGSTROEM)
C 3.658 -3.982 -2.131
C 2.713 -2.973 -2.809
O 3.467 -2.108 -3.661
C 1.580 -3.663 -3.558
O 0.438 -2.827 -3.737
Si -0.714 -2.686 -2.556
C -0.140 -3.198 -0.856
C -2.178 -3.809 -3.045
O -2.219 -5.030 -2.315
O -2.928 -4.845 -1.079
C -1.325 -0.898 -2.539
C -0.258 0.135 -2.388
O 0.079 0.905 -3.252
O 0.284 0.199 -1.116
H 3.654 -3.854 -1.048
H 3.379 -5.015 -2.342
H 4.669 -3.799 -2.492
H 2.273 -2.329 -2.038
H 3.083 -2.105 -4.543
H 1.933 -3.925 -4.563
H 1.315 -4.607 -3.072
H 0.492 -2.443 -0.387
H -1.031 -3.337 -0.238
H 0.397 -4.149 -0.847
H -3.155 -3.304 -3.034
H -2.017 -4.107 -4.087
H -3.588 -4.161 -1.270
H -1.993 -0.845 -1.673
H -1.882 -0.681 -3.452
H 1.152 -0.225 -1.106
C -1.025 4.190 -0.147
O -1.132 3.818 1.209
C -0.899 2.433 1.392
C -0.641 2.119 2.847
O 0.686 2.398 3.266
C 0.991 3.756 3.540
C 0.501 4.233 4.887
O -0.877 4.557 4.837
C -1.440 4.680 6.121
H -1.749 3.647 -0.767
H -1.235 5.256 -0.212
H -0.018 3.999 -0.533
H -0.040 2.111 0.793
H -1.786 1.875 1.056
H -0.757 1.041 2.977
H -1.372 2.620 3.485
H 0.628 4.412 2.745
H 2.082 3.805 3.550
H 1.071 5.126 5.182
H 0.677 3.446 5.632
H -1.380 3.733 6.672
H -2.486 4.951 5.997
H -0.938 5.462 6.704

SMILES string: C[C@@H](O)CO[Si@](C)(COO)CC(=O)O.COCCOCCOC
HOMO-LUMO gap, eV: 9.6
E_tot, Ha: -1479.86635
HOMO energy, eV: -9.21

---

Below is a molecular structure, C13H31B4Cl4N3O5 in a non-equilibrium geometry, with properties calculated with ωB97M-V/def2-TZVPD.

CARTESIAN COORDINATES (ANGSTROEM)
C 0.968 1.961 -2.446
C 0.674 2.425 -1.004
C -0.841 2.588 -0.795
C -1.670 1.338 -1.239
B -1.264 2.862 0.680
O -0.757 2.169 1.785
B -1.822 1.476 2.359
C -1.762 -0.041 2.748
C -0.377 -0.695 2.753
C 0.358 -0.709 1.395
C 0.489 -2.098 0.748
N -0.472 -2.216 -0.391
C -0.986 -3.553 -0.476
N -2.231 -3.798 -0.378
N -0.056 -4.598 -0.621
O -3.022 2.174 2.553
B -3.337 2.994 1.480
B -4.836 3.066 0.664
O -4.950 3.926 -0.410
O -5.917 2.277 0.944
O -2.284 3.775 0.981
H 1.917 2.348 -2.809
H 0.957 0.874 -2.505
H 0.190 2.323 -3.118
H 1.122 3.413 -0.898
H 1.115 1.727 -0.297
H -1.167 3.429 -1.408
H -2.216 1.588 -2.145
H -2.408 1.037 -0.489
H -1.042 0.474 -1.430
H -2.154 -0.091 3.771
H -2.483 -0.590 2.138
H 0.265 -0.226 3.496
H -0.509 -1.738 3.047
H -0.075 -0.028 0.670
H 1.374 -0.347 1.571
H 1.509 -2.235 0.390
H 0.282 -2.885 1.467
H 0.030 -2.001 -1.246
H -2.691 -2.901 -0.237
H -0.552 -5.468 -0.464
H 0.325 -4.643 -1.570
H -4.442 4.724 -0.248
H -6.406 2.145 0.125
Cl 3.775 2.820 0.582
C 3.739 3.568 2.199
C 2.610 4.556 2.335
Cl 2.857 6.005 1.327
H 4.705 4.034 2.374
H 3.606 2.763 2.920
H 2.542 4.893 3.368
H 1.659 4.109 2.053
Cl 4.287 -5.173 -1.757
C 3.702 -6.476 -2.821
C 2.806 -5.953 -3.913
Cl 1.251 -5.353 -3.269
H 3.191 -7.209 -2.204
H 4.579 -6.945 -3.265
H 2.569 -6.752 -4.613
H 3.276 -5.141 -4.460

HOMO-LUMO gap, eV: 9.7
E_tot, Ha: -2994.93224
HOMO energy, eV: -9.30

---

Below is a gas-phase ion, C13H31BNO3 (charge +1) in a non-equilibrium geometry, with properties calculated with ωB97M-V/def2-TZVPD.

CARTESIAN COORDINATES (ANGSTROEM)
C -3.254 1.437 1.778
C -3.723 1.819 0.361
C -2.681 2.611 -0.442
C -1.571 1.781 -1.100
C -2.051 0.696 -2.064
C -0.941 -0.240 -2.590
C -1.050 -1.687 -2.094
C -0.446 -1.919 -0.693
C 0.921 -2.607 -0.794
C 1.826 -2.612 0.424
N 2.554 -1.320 0.802
C 2.276 -0.927 2.238
C 0.881 -0.384 2.501
O 0.680 0.865 1.866
C 2.426 -0.192 -0.185
B 3.428 1.018 0.066
O 4.399 0.854 1.017
O 3.337 2.179 -0.641
H -3.358 0.365 1.969
H -2.196 1.680 1.912
H -3.823 1.962 2.549
H -4.002 0.910 -0.178
H -4.629 2.425 0.432
H -2.199 3.317 0.250
H -3.175 3.220 -1.206
H -0.929 2.468 -1.669
H -0.936 1.333 -0.321
H -2.823 0.091 -1.579
H -2.530 1.181 -2.921
H -0.967 -0.250 -3.684
H 0.045 0.172 -2.323
H -0.547 -2.357 -2.804
H -2.103 -1.981 -2.100
H -1.112 -2.565 -0.111
H -0.383 -0.964 -0.160
H 1.463 -2.263 -1.685
H 0.736 -3.674 -0.976
H 1.268 -2.933 1.309
H 2.621 -3.347 0.269
H 3.543 -1.556 0.804
H 2.433 -1.835 2.828
H 3.032 -0.201 2.526
H 0.770 -0.316 3.587
H 0.107 -1.077 2.150
H 0.736 1.569 2.505
H 1.398 0.158 -0.190
H 2.646 -0.603 -1.178
H 5.052 1.552 0.999
H 2.853 2.146 -1.453

Total charge: +1
SMILES string: CCCCCCCCCC[N@H+](CCO)CB(O)O
HOMO-LUMO gap, eV: 10.4
E_tot, Ha: -819.12710
HOMO energy, eV: -13.13

---

Below is a molecular structure, C13H31Fe2N7O22 in a non-equilibrium geometry, with properties calculated with ωB97M-V/def2-TZVPD.

CARTESIAN COORDINATES (ANGSTROEM)
Fe 0.472 -2.001 -3.257
Fe 0.168 -3.547 0.182
C -1.467 -1.586 3.412
C -1.356 -3.016 3.073
O -1.133 -3.211 1.734
H -2.416 -1.270 2.979
H -0.622 -1.030 3.007
H -1.540 -1.373 4.478
H -2.214 -3.609 3.390
H -0.472 -3.380 3.597
C -0.821 -0.056 -0.066
C 0.571 -0.578 -0.376
O 0.472 -1.825 -0.980
H -0.616 0.928 0.354
H -1.300 -0.665 0.701
H -1.313 0.048 -1.034
H 1.102 -0.474 0.570
H 1.045 0.034 -1.143
C -0.776 -4.671 -2.353
O 0.328 -5.278 -2.467
O -0.996 -4.416 -1.166
O -0.723 -3.593 -2.931
C 2.697 -3.237 -4.122
O 2.708 -4.451 -4.172
O 1.703 -2.671 -4.640
O 2.190 -3.180 -3.010
C 2.258 -1.120 3.808
N 2.402 -2.391 3.024
O 3.035 -3.285 3.518
O 1.728 -2.382 1.987
H 1.529 -0.643 3.152
H 3.271 -0.730 3.905
H 1.900 -1.114 4.837
C 3.368 3.234 1.629
N 3.691 1.777 1.783
O 3.475 1.140 0.765
O 4.227 1.349 2.826
H 2.666 3.551 0.858
H 4.264 3.856 1.647
H 3.080 3.476 2.652
C 0.047 3.405 -1.417
N -0.862 4.389 -2.078
O -1.822 3.928 -2.626
O -0.513 5.580 -2.057
H 0.194 3.707 -0.379
H 1.013 3.320 -1.915
H -0.376 2.401 -1.457
C 3.800 1.443 -4.755
N 3.021 1.200 -3.465
O 2.875 2.135 -2.727
O 2.661 0.074 -3.220
H 4.224 2.437 -4.897
H 3.073 1.255 -5.545
H 4.688 0.812 -4.775
C -4.371 -2.164 -3.706
N -3.781 -1.449 -2.523
O -2.781 -1.809 -1.960
O -4.417 -0.443 -2.163
H -5.003 -1.558 -4.355
H -4.956 -3.073 -3.566
H -3.472 -2.450 -4.251
C -3.469 1.589 0.601
N -3.797 3.002 1.160
O -2.862 3.641 1.683
O -4.905 3.435 0.973
H -2.676 1.143 1.202
H -3.185 1.606 -0.451
H -4.343 0.968 0.800
C -1.120 1.597 4.092
N -0.096 2.177 3.111
O 1.020 1.619 3.166
O -0.412 3.089 2.392
H -0.560 0.932 4.750
H -1.876 1.022 3.558
H -1.547 2.430 4.649

HOMO-LUMO gap (alpha / beta), eV: 7.5 / 6.3
E_tot, Ha: -5078.75275
Multiplicity: 11
HOMO energy (alpha / beta), eV: -8.63 / -8.51

---

Which value of E_tot does entry 2 give? -3078.85749 Ha